Version P
Density functional theory data (ωB97M-V/def2-TZVPD) for an isolated molecule of C21H25NO3.

The geometry in ORCA input format:
```
! wB97M-V def2-TZVPD RIJCOSX def2/J DEFGRID3
* xyz 0 1
C 1.7880 -1.5785 -0.7992
H 5.6415 -0.4291 -1.1557
C -2.7122 0.5956 -0.3252
H 1.4012 2.7054 0.2699
H -3.9193 -1.0576 1.6854
H 1.4351 -2.3591 -1.4515
C -1.2503 0.5631 0.1067
O 4.9667 -0.9479 0.8231
C -4.8172 -0.3734 -0.6303
H -3.7026 1.3102 1.4723
C 1.0080 -0.4585 -0.4086
O -5.5620 -1.1311 -1.2784
H 3.6974 -2.5486 -0.7182
H -3.7087 2.5538 0.2169
C -3.3732 -0.7720 -0.4091
H 6.1952 -1.8697 -0.4615
H -0.3130 0.2749 -1.8043
C 1.6081 0.5683 0.3462
C -0.5822 1.9571 0.2236
H -2.7760 -1.1034 -2.4064
H -0.6356 2.4384 -0.7843
H 0.9192 1.9644 1.7773
C -3.3477 -1.5756 0.9210
C 7.0748 0.7296 1.4407
C 0.8664 1.8622 0.7066
H -3.0187 -2.6039 -1.5392
H 3.4534 1.2360 1.2347
H -2.6765 0.9309 -1.3440
H -1.1530 0.0937 1.0940
C 3.6940 -0.7042 0.4077
H -7.2003 3.0601 0.7895
N -6.2812 1.4965 0.0422
H -2.3210 -1.7787 1.2934
C 7.1076 -0.0752 0.3320
O -6.3031 2.7066 0.7469
C 5.9546 -0.8523 -0.2054
C 2.9621 0.4322 0.7206
H 8.0259 -0.1252 -0.2308
H -0.6463 -2.1319 -2.1276
H -0.8784 -2.3417 -0.4120
C -5.0628 0.9252 -0.0637
H 7.9757 1.2845 1.7601
C -1.0802 -1.6693 -1.2343
H -1.1505 2.5943 0.9160
H -3.8015 -2.5549 0.7549
C -2.5945 -1.5869 -1.4617
C 3.1194 -1.6847 -0.3854
C -0.4207 -0.3047 -0.8942
H 6.1687 0.8667 2.0378
C -3.7743 1.4683 0.4115
*
```

For the highest occupied orbital energy, the calculation gives -8.7 eV. The SMILES is C=CCOc1ccc2c(c1)CC[C@@H]1[C@@H]2CC[C@]2(C)C(=O)/C(=N/O)C[C@@H]12.

---

Version Q
Density functional theory data (ωB97M-V/def2-TZVPD) for a cluster of 2 separate species, C21H25NO3 in total.

The geometry in ORCA input format:
```
! wB97M-V def2-TZVPD RIJCOSX def2/J DEFGRID3
* xyz 0 1
C -1.6299 1.1878 2.1542
C 3.8752 0.2803 2.9359
C 5.4283 -2.0597 7.6947
C -1.9180 -1.1668 2.5327
H 8.9950 -1.7827 9.1572
H 5.7220 -0.0453 7.0573
H 2.7410 4.9212 7.0551
H 4.0764 3.7837 6.8167
C 7.4442 -0.7895 8.0776
O 2.5808 0.6459 2.5073
C -0.2695 1.0445 2.2604
H 3.8407 -0.0496 3.9761
H 2.0870 -1.3494 2.8419
H -2.5719 -2.0191 2.6064
H 8.0001 0.1259 7.9643
H 1.8974 2.8217 7.9832
H 0.4390 -1.5022 5.7437
C 7.2836 -3.0416 8.8785
C 1.8038 0.6246 6.4588
C 8.0067 -1.8683 8.7343
H 3.0244 4.1846 5.4756
C -3.9471 0.2346 2.1511
H 3.5002 -2.9581 7.2657
H -4.4631 -0.1893 3.0145
C 2.2901 -0.7464 6.4544
H 1.7429 -2.6876 5.7984
C -2.4754 0.0877 2.2958
C 3.0417 4.0001 6.5497
C -0.5627 -1.3259 2.6532
O 0.6025 0.8539 6.3591
H 4.5263 1.1511 2.8598
C 6.1750 -0.8791 7.5672
C 2.1440 2.8341 6.9071
C 1.6919 -0.3667 2.6411
H -2.0584 2.1511 1.9353
O 2.7571 1.5922 6.6338
H 0.3757 1.8936 2.1355
C 1.3049 -1.8389 6.3194
C 4.1061 -2.0733 7.1958
H 0.9475 -2.1800 7.2935
H 1.1833 2.8713 6.3609
H 7.7224 -3.8691 9.4086
H 5.4438 -4.0512 8.5083
H 4.2801 -0.5111 2.3042
C 0.3053 -0.2175 2.5227
N 3.5461 -0.9412 6.7997
C 6.0118 -3.1477 8.3689
H -0.1507 -2.3013 2.8382
H -4.2333 1.2845 2.0656
H -4.2909 -0.2852 1.2554
*
```

For the highest occupied orbital energy, the calculation gives -5.4 eV.

---

Going by the energies, version P is most stable and the next is 101.6 kJ/mol up.

---

Version P
Density functional theory data (ωB97M-V/def2-TZVPD) for a cluster of 3 separate species, C3H12O3 in total.

The geometry in ORCA input format:
```
! wB97M-V def2-TZVPD RIJCOSX def2/J DEFGRID3
* xyz 0 1
H 0.6149 2.6540 1.0914
H -3.0511 -2.7340 -1.8196
H -1.6421 -0.6550 -0.4496
H 0.7179 0.5320 0.2394
C 0.3289 -1.0720 0.7634
H 1.3749 -0.9600 0.9174
H -0.2601 -1.2030 1.8384
H 3.1709 1.8350 0.5794
H -1.3951 -1.9920 -2.1476
O -0.1251 0.0200 0.0174
H 0.8709 3.3100 -0.3976
O -2.5531 -1.1240 -0.5076
C -2.1841 -2.1460 -1.2926
C 1.3549 2.9290 0.5364
H -1.7951 -2.9460 -0.8496
H 0.3989 -2.0050 0.1034
H 1.9279 3.7470 0.9474
O 2.2449 1.8100 0.4294
*
```

For the highest occupied orbital energy, the calculation gives -9.5 eV. The SMILES is CO.CO.CO.

---

Version Q
Density functional theory data (ωB97M-V/def2-TZVPD) for a cluster of 3 separate species, C3H12O3 in total.

The geometry in ORCA input format:
```
! wB97M-V def2-TZVPD RIJCOSX def2/J DEFGRID3
* xyz 0 1
H -1.2638 -1.9190 2.0168
H 0.7432 2.6399 -3.3549
H 0.5363 -2.0783 2.5333
H -0.1343 1.2781 -2.6493
H -0.6959 -1.9767 3.6627
H 0.1320 -0.1686 0.7481
C 0.2486 2.2850 -2.4735
H -0.8644 -0.6274 -1.8163
O -0.4153 -0.3021 2.7367
H -0.6821 2.7326 -2.0717
O 0.3348 -0.0871 -0.0519
H 0.6836 -1.5902 -1.5137
C -0.4848 -1.7515 2.7723
H -0.6465 -1.7044 -0.2132
H 0.4194 0.0960 3.1357
O 1.3541 2.2449 -1.6411
C -0.1820 -0.9910 -0.9529
H 0.9171 1.9197 -0.8671
*
```

For the highest occupied orbital energy, the calculation gives -9.6 eV. The SMILES is CO.CO.CO.

---

Version R
Density functional theory data (ωB97M-V/def2-TZVPD) for a cluster of 3 separate species, C3H12O3 in total.

The geometry in ORCA input format:
```
! wB97M-V def2-TZVPD RIJCOSX def2/J DEFGRID3
* xyz 0 1
O 11.0655 -28.1221 -10.7957
H 6.5529 -31.2386 -12.4226
C 10.7339 -27.8888 -12.1675
H 11.1340 -28.6740 -12.8084
O 7.6747 -30.0404 -13.6731
H 8.3124 -31.6233 -12.4799
H 11.1414 -32.1289 -15.4962
H 8.4904 -30.1200 -14.2069
H 10.0468 -30.0443 -16.1643
C 7.4394 -31.2902 -13.0486
H 11.8440 -30.6134 -14.9277
H 11.0810 -29.0746 -10.6764
H 7.2308 -32.0417 -13.8227
O 9.8018 -30.5683 -15.3973
H 11.1317 -26.9195 -12.4636
H 9.6486 -27.8204 -12.2728
C 10.9572 -31.2495 -14.8800
H 10.7408 -31.4606 -13.8377
*
```

For the highest occupied orbital energy, the calculation gives -9.8 eV. The SMILES is CO.CO.CO.

---

Going by the energies, version R is most stable and the next is 204.5 kJ/mol up.